{"formula": "C6Cl8GeMnS4", "method": "ωB97M-V/def2-TZVPD", "symbols": ["Mn", "Cl", "C", "C", "C", "Cl", "C", "Cl", "C", "Cl", "C", "Cl", "S", "S", "S", "S", "Cl", "Ge", "Cl", "Cl"], "coordinates": [[0.848, -0.807, 0.881], [0.705, 1.889, -2.067], [-0.618, 0.964, -1.472], [-0.412, -0.017, -0.519], [-1.532, -0.720, -0.146], [-1.201, -2.003, 1.057], [-2.819, -0.537, -0.611], [-4.106, -1.511, -0.034], [-2.997, 0.463, -1.556], [-4.566, 0.760, -2.188], [-1.896, 1.208, -1.992], [-2.136, 2.429, -3.179], [2.045, -2.368, 2.179], [2.061, -1.723, 4.097], [1.708, 0.230, 4.199], [0.604, 0.864, 2.696], [3.247, 2.092, 0.260], [2.977, -0.020, -0.131], [3.314, -0.359, -2.234], [4.772, -0.836, 0.759]], "mulliken_spin": [4.38, 0.00, 0.00, -0.07, -0.09, 0.03, -0.02, 0.00, 0.03, 0.00, -0.01, 0.00, 0.10, 0.29, 0.37, 0.30, -0.03, -0.18, -0.04, -0.03], "orbital_gap_ev": [6.13, 6.14], "lumo_ev": [-2.5, -2.9], "homo_energy_ev": [-8.62, -9.03], "spin_multiplicity": 6}

{"formula": "C9H11NS", "method": "ωB97M-V/def2-TZVPD", "symbols": ["C", "C", "C", "C", "C", "C", "C", "C", "C", "N", "S", "H", "H", "H", "H", "H", "H", "H", "H", "H", "H", "H"], "coordinates": [[-0.752, 2.085, -0.582], [0.547, 0.764, -0.776], [0.142, -1.460, -0.566], [-0.101, 0.901, 1.935], [-1.066, 0.010, 1.169], [-0.310, 1.112, 0.429], [-0.584, 1.902, 2.968], [1.060, -1.808, -2.790], [0.821, -2.474, -1.515], [-0.287, 1.511, -1.630], [-0.627, -1.713, 0.835], [-1.060, 3.203, -0.383], [0.819, 0.463, 2.165], [-2.103, 0.321, 1.215], [0.197, 2.685, 2.985], [-0.587, 1.441, 4.007], [-1.630, 2.207, 2.652], [2.036, -1.317, -2.681], [0.502, -0.960, -3.065], [1.211, -2.686, -3.530], [1.762, -2.897, -1.220], [0.009, -3.290, -1.623]], "mulliken_charge": [-0.31, -0.92, 0.01, -0.10, -0.29, 1.28, -1.36, -1.18, -0.14, -0.41, -0.22, 0.25, 0.47, 0.45, 0.33, 0.32, 0.29, 0.32, 0.41, 0.29, 0.27, 0.25], "orbital_gap_ev": [7.12, 7.12], "lumo_ev": [-0.3, -0.3], "homo_energy_ev": [-7.39, -7.39], "spin_multiplicity": 1}

{"formula": "C8H13N2O5", "method": "ωB97M-V/def2-TZVPD", "symbols": ["C", "C", "C", "C", "C", "C", "C", "C", "N", "N", "O", "O", "O", "O", "O", "H", "H", "H", "H", "H", "H", "H", "H", "H", "H", "H", "H", "H"], "coordinates": [[-0.123, -1.801, 1.063], [0.378, -0.572, 0.696], [-0.058, 0.638, 1.261], [0.209, -3.023, 0.279], [-0.358, -5.313, -0.215], [2.020, 2.580, -0.565], [-1.859, 3.216, -0.901], [-0.114, 1.717, -1.249], [-0.565, 2.633, 2.446], [-0.328, 1.486, 2.035], [0.909, -2.979, -0.717], [1.230, -0.457, -0.314], [-0.406, -4.117, 0.660], [0.629, 2.759, -0.903], [-1.368, 1.933, -1.219], [-0.728, -2.134, 1.927], [0.545, -5.294, -0.867], [-1.204, -5.253, -0.927], [-0.448, -6.172, 0.450], [2.240, 3.299, 0.248], [2.622, 2.677, -1.376], [2.202, 1.571, -0.173], [-1.099, 4.024, -0.899], [-2.449, 3.158, 0.006], [-2.447, 3.398, -1.709], [0.324, 0.748, -1.591], [-1.183, 2.609, 3.281], [1.427, -1.331, -0.728]], "mulliken_charge": [-1.14, 0.49, 0.51, 1.04, -0.60, -0.52, -0.69, 0.20, -1.14, 0.70, -0.76, -0.52, -0.33, -0.29, -0.24, 0.36, 0.30, 0.27, 0.24, 0.30, 0.36, 0.19, 0.30, 0.31, 0.39, 0.62, 0.25, 0.39], "orbital_gap_ev": 7.33, "lumo_ev": -4.5, "homo_energy_ev": -11.79, "spin_multiplicity": 1, "charge": 1}

{"formula": "C26H50BBrCl3CsFMg2N5O15S", "method": "ωB97M-V/def2-TZVPD", "symbols": ["N", "C", "C", "O", "O", "B", "N", "O", "C", "C", "C", "C", "C", "C", "C", "C", "C", "C", "C", "C", "C", "N", "C", "C", "C", "C", "H", "H", "H", "H", "H", "H", "H", "H", "H", "H", "H", "H", "H", "H", "H", "H", "H", "H", "H", "H", "H", "H", "H", "H", "H", "H", "H", "H", "H", "H", "H", "H", "H", "H", "H", "H", "H", "C", "O", "N", "C", "C", "H", "H", "H", "H", "H", "H", "H", "Mg", "O", "S", "O", "O", "O", "O", "H", "H", "Mg", "N", "O", "O", "O", "Cs", "C", "Cl", "Cl", "Cl", "H", "C", "C", "O", "C", "O", "O", "F", "H", "H", "H", "Br"], "coordinates": [[4.085, -1.907, 2.066], [4.420, -0.478, 1.889], [3.697, 0.139, 0.590], [2.729, -0.679, -0.045], [4.799, 0.358, -0.323], [4.655, 1.687, -0.970], [3.892, 1.350, -2.283], [3.653, 2.458, -0.224], [3.384, 1.629, 0.885], [2.152, 1.973, 1.637], [0.802, 1.751, 0.898], [-0.271, 1.347, 1.902], [-1.758, 1.225, 1.391], [-2.099, 1.624, -0.075], [-3.605, 1.955, -0.151], [-4.473, 0.922, -0.849], [-4.947, -0.235, 0.098], [-4.364, -1.596, -0.344], [-3.481, -2.253, 0.770], [-2.096, -2.484, 0.163], [-1.931, -3.919, -0.305], [-0.634, -4.088, -0.884], [-0.330, -3.753, -2.116], [0.931, -4.084, -2.280], [1.371, -4.638, -1.102], [0.374, -4.605, -0.247], [4.477, -2.441, 1.292], [3.098, -2.039, 2.082], [4.072, 0.053, 2.759], [5.540, -0.406, 1.804], [2.414, -0.260, -0.861], [5.661, 2.240, -1.377], [3.530, 2.174, -2.737], [4.449, 0.785, -2.925], [4.208, 1.867, 1.567], [2.148, 1.526, 2.618], [2.191, 3.037, 1.805], [0.551, 2.714, 0.492], [0.863, 1.074, 0.028], [0.074, 0.403, 2.346], [-0.299, 2.077, 2.686], [-2.354, 1.843, 2.032], [-2.106, 0.192, 1.549], [-1.919, 0.816, -0.805], [-1.591, 2.499, -0.424], [-4.017, 2.170, 0.821], [-3.692, 2.863, -0.725], [-4.051, 0.541, -1.767], [-5.380, 1.423, -1.150], [-4.761, -0.004, 1.223], [-5.995, -0.329, -0.026], [-5.141, -2.300, -0.579], [-3.795, -1.481, -1.261], [-3.897, -3.215, 0.992], [-3.377, -1.632, 1.637], [-1.231, -2.297, 0.927], [-1.922, -1.849, -0.769], [-2.056, -4.554, 0.549], [-2.695, -4.187, -1.015], [-0.948, -3.323, -2.863], [1.517, -3.949, -3.154], [2.350, -4.990, -0.921], [0.381, -4.939, 0.777], [1.488, -0.336, 5.630], [1.714, 0.378, 4.654], [2.156, -1.437, 5.928], [1.820, -2.244, 7.094], [3.246, -1.829, 5.046], [0.681, -0.112, 6.343], [2.693, -2.313, 7.795], [1.550, -3.242, 6.748], [0.981, -1.808, 7.629], [3.987, -1.029, 5.017], [2.857, -1.974, 4.048], [3.711, -2.744, 5.392], [4.437, -3.471, 7.876], [2.912, 3.961, -3.768], [3.535, 5.235, -4.151], [3.433, 6.195, -3.049], [2.835, 5.765, -5.327], [4.949, 5.022, -4.467], [-0.008, -0.399, -3.211], [-0.179, -0.576, -4.143], [0.293, -1.264, -2.873], [-0.826, -0.750, -0.301], [-0.850, -4.075, 5.571], [0.339, -4.473, 5.467], [-1.248, -3.591, 6.626], [-1.624, -4.166, 4.584], [5.844, -1.327, -1.143], [-6.567, 1.021, -4.159], [-5.389, -0.301, -4.105], [-7.681, 0.791, -5.500], [-7.449, 1.142, -2.632], [-6.032, 1.947, -4.318], [-0.237, 4.914, -6.081], [-0.496, 4.062, -4.877], [-1.849, 3.657, -5.071], [-2.052, 3.633, -6.425], [-2.957, 3.099, -6.944], [-1.072, 4.295, -7.080], [-0.412, 4.788, -3.735], [-0.552, 5.947, -5.938], [0.806, 4.904, -6.379], [0.146, 3.183, -4.802], [-6.184, -0.280, 2.313]], "mulliken_charge": [-0.45, -1.00, 0.83, 0.09, -1.54, 1.30, -0.32, -0.68, -0.83, -1.15, 0.33, -1.33, -0.60, 1.16, -1.82, -0.49, -0.89, -0.89, -1.21, -0.18, -1.46, 0.30, -0.83, -0.55, -0.80, -0.35, 0.26, 0.20, 0.30, 0.14, 0.24, -0.24, 0.14, 0.05, 0.53, 0.54, 0.50, 0.23, 0.27, 0.25, 0.31, 1.13, -0.27, -0.76, 0.67, 0.51, 0.42, 0.42, 0.02, 0.27, 0.73, 0.52, 0.74, 0.58, 0.67, 0.73, -0.36, 0.54, 0.35, 0.76, 0.55, 0.58, 0.53, -0.04, -0.59, 0.32, -0.73, -0.42, 0.30, -0.10, 0.64, 0.26, 0.25, -0.10, 0.28, 0.02, -0.48, 1.27, -0.47, -0.53, -0.48, -0.54, 0.29, 0.24, 1.41, 0.99, -0.69, -0.63, -0.66, 0.91, 0.13, -0.12, -0.12, -0.12, 0.26, -0.35, 0.40, -0.30, 0.58, -0.50, -0.33, -0.29, 0.27, 0.23, 0.27, -0.43], "orbital_gap_ev": 1.02, "lumo_ev": -5.7, "homo_energy_ev": -6.72, "spin_multiplicity": 1}

{"formula": "C24H39N3O10S", "method": "ωB97M-V/def2-TZVPD", "symbols": ["C", "C", "C", "C", "C", "C", "C", "O", "C", "C", "C", "N", "C", "C", "C", "C", "N", "S", "N", "C", "H", "H", "H", "H", "H", "H", "H", "H", "H", "H", "H", "H", "H", "H", "H", "H", "H", "H", "H", "H", "H", "C", "O", "C", "O", "O", "C", "H", "H", "H", "H", "H", "H", "C", "O", "C", "O", "O", "C", "H", "H", "H", "H", "H", "H", "C", "O", "C", "O", "O", "C", "H", "H", "H", "H", "H", "H"], "coordinates": [[2.308, -2.212, -0.484], [1.093, -1.220, -0.378], [0.866, -0.606, -1.765], [1.259, 0.645, -2.109], [1.973, 1.591, -1.153], [3.413, 1.130, -0.783], [4.397, 1.291, -1.937], [5.612, 0.602, -1.578], [6.086, -0.159, -2.682], [1.034, 1.145, -3.469], [0.437, 0.363, -4.381], [0.262, 0.886, -5.727], [1.412, 0.921, -6.309], [2.384, -0.251, -6.400], [1.899, 2.224, -6.945], [-0.039, -0.963, -4.085], [-0.663, -1.786, -4.889], [-0.903, -3.140, -3.986], [-0.259, -2.657, -2.593], [0.210, -1.425, -2.726], [2.685, -2.208, -1.519], [2.013, -3.243, -0.262], [3.148, -1.887, 0.141], [1.261, -0.439, 0.366], [0.171, -1.788, -0.195], [2.056, 2.564, -1.660], [1.390, 1.704, -0.229], [3.336, 0.080, -0.489], [3.731, 1.750, 0.066], [4.675, 2.354, -2.054], [4.042, 0.860, -2.884], [6.106, 0.475, -3.587], [5.413, -1.023, -2.826], [7.110, -0.509, -2.514], [1.341, 2.150, -3.755], [2.411, -0.580, -7.447], [3.369, 0.093, -6.043], [2.105, -1.108, -5.780], [2.489, 2.742, -6.178], [1.078, 2.814, -7.357], [2.597, 1.941, -7.752], [2.215, -3.440, 5.318], [0.838, -3.109, 5.497], [0.281, -2.502, 4.448], [0.826, -2.228, 3.413], [-0.997, -2.250, 4.735], [-1.709, -1.611, 3.668], [2.550, -3.924, 6.232], [2.340, -4.132, 4.486], [2.809, -2.541, 5.158], [-1.728, -2.246, 2.785], [-1.267, -0.643, 3.434], [-2.732, -1.452, 4.002], [-4.090, 0.766, 2.494], [-4.082, 0.901, 1.070], [-3.586, -0.153, 0.419], [-3.164, -1.161, 0.926], [-3.632, 0.108, -0.887], [-3.124, -0.940, -1.720], [-4.512, 1.680, 2.903], [-4.712, -0.076, 2.797], [-3.077, 0.649, 2.875], [-3.708, -1.852, -1.599], [-2.076, -1.125, -1.499], [-3.210, -0.604, -2.751], [-3.078, 0.852, 6.419], [-3.673, 1.558, 5.327], [-4.647, 2.400, 5.679], [-5.041, 2.598, 6.797], [-5.109, 2.983, 4.570], [-6.166, 3.918, 4.795], [-2.309, 0.205, 6.005], [-2.614, 1.542, 7.122], [-3.817, 0.233, 6.926], [-5.827, 4.735, 5.429], [-7.028, 3.423, 5.239], [-6.451, 4.319, 3.826]], "mulliken_charge": [-1.50, -0.88, 0.76, 0.90, -1.58, 0.06, -0.24, -0.36, -0.64, -0.90, 0.06, -0.66, 0.70, -1.15, -1.20, 0.53, -0.73, 0.06, -0.48, 0.85, 0.25, 0.39, 0.43, 0.42, 0.33, 0.41, 0.42, -0.26, 0.44, 0.22, 0.16, 0.28, 0.24, 0.25, 0.42, 0.38, 0.28, 0.31, 0.25, 0.36, 0.38, -0.62, -0.36, 0.76, -0.53, -0.35, -0.72, 0.21, 0.29, 0.29, 0.50, 0.27, 0.27, -0.28, -0.40, 0.79, -0.56, -0.39, -0.11, 0.18, 0.33, 0.13, 0.33, -0.15, 0.26, -0.64, -0.21, 0.69, -0.55, -0.29, -0.72, 0.11, 0.33, 0.34, 0.28, 0.32, 0.25], "orbital_gap_ev": 7.81, "lumo_ev": -0.4, "homo_energy_ev": -8.18, "spin_multiplicity": 1}